Formula: C2H3O5
Source: the Open Molecules 2025 dataset
Level of theory: ωB97M-V/def2-TZVPD

Geometry as ORCA input:
```
! wB97M-V def2-TZVPD RIJCOSX def2/J DEFGRID3
* xyz -1 1
C -0.05998 0.05679 -1.43410
C 0.08543 0.14864 0.62196
O 0.14340 1.15082 -1.91519
O -0.11795 -1.15447 -1.70953
O 0.65231 -1.15472 0.89359
O 0.86968 1.21693 1.00380
O -1.24543 0.27960 1.14457
H 0.27090 -1.61039 0.16822
H 0.95567 1.69478 0.13938
H -1.55402 -0.62797 1.08730
*
```

Values from the calculation:
strongest force on any atom = 4.5 eV Å⁻¹
HOMO level = -3.00 eV
relative energy (zero: lowest compared OMol25 entry of this formula, charge and spin) = 155.4 kJ/mol
molar mass = 107.04 g mol⁻¹

Results of the Mulliken charge analysis, in e, for atoms 1 through 6:
1. C 0.66
2. C 0.15
3. O -0.61
4. O -0.67
5. O -0.56
6. O -0.56